# 1
2 unconnected molecules or ions with the total composition C22H23NO2 at a distorted geometry, computed with ωB97M-V/def2-TZVPD.

Computed properties:
E_tot (Ha): -1057.2578
Energy relative to the best compared isomer or geometry (same formula, charge and spin) (kcal per mole): 86.87
Kohn-Sham gap (eV): 4.324

```
! RIJCOSX wB97M-V def2-TZVPD def2/J DEFGRID3
* xyz 0 1
O 2.7203 1.7920 0.8807
O 0.8708 0.6147 1.5011
N -0.5769 2.4809 4.1963
C 7.1964 1.7046 4.2271
C 8.5761 1.8021 4.1731
C 7.0324 4.1279 4.2706
C 1.3575 7.1680 4.4144
C 0.8032 4.8993 5.9393
C 2.1455 6.0378 4.2647
C -0.5369 8.4154 5.5086
C 9.2083 3.0537 4.1964
C 1.8972 4.8708 5.0348
C 4.0821 3.8218 4.5136
C 0.3380 2.4914 3.4536
C 0.0397 6.0425 6.0959
C 2.9117 0.7266 -0.0663
C 1.4226 2.6146 2.6298
C 4.2369 0.9360 -0.7556
C 1.6052 1.5890 1.6536
C 4.9577 2.7413 4.4580
C 10.7021 3.1423 4.1988
C 2.7539 3.7240 4.9210
C 0.3058 7.1913 5.3378
C 6.3722 2.8632 4.3095
C 8.4160 4.2087 4.2139
H -0.2415 9.1845 4.7901
H 4.4569 4.8102 4.2287
H 1.9286 3.5556 2.4716
H 0.5908 4.0019 6.5227
H 4.5423 1.7366 4.5804
H 4.3777 0.1647 -1.5155
H -1.5991 8.1894 5.3541
H 1.5535 8.0561 3.8120
H 8.9107 5.1810 4.1873
H 2.9689 6.0412 3.5499
H 2.9068 -0.2360 0.4607
H 6.7092 0.7293 4.2097
H 2.0936 0.7325 -0.8008
H -0.7852 6.0585 6.8106
H 11.0237 4.1870 4.2363
H 9.1903 0.9027 4.1139
H 5.0633 0.8621 -0.0414
H 11.1338 2.6830 3.3005
H 4.2852 1.9136 -1.2449
H 6.4429 5.0435 4.2973
H 2.4032 2.7687 5.3216
H 11.1345 2.6223 5.0637
H -0.4403 8.8358 6.5177
*
```

# 2
16 unconnected molecules or ions with the total composition C16H64O16 at a distorted geometry, computed with ωB97M-V/def2-TZVPD.

Computed properties:
E_tot (Ha): -1851.4524
Energy relative to the best compared isomer or geometry (same formula, charge and spin) (kcal per mole): 197.83
Kohn-Sham gap (eV): 9.278

```
! RIJCOSX wB97M-V def2-TZVPD def2/J DEFGRID3
* xyz 0 1
O -4.0025 0.1563 2.9957
O 1.4063 -1.7183 5.4646
O -1.4863 -1.3507 -7.0499
O 6.1923 -2.1969 -2.4821
O -3.9243 1.9750 -1.5456
O -1.1781 0.2553 -1.2757
O -5.3385 -1.5677 0.1796
O 0.7120 -0.5062 -3.1783
O -1.8517 3.7935 5.1781
O 1.3137 -7.4743 -2.2581
O 2.4104 -0.5479 2.9018
O 3.1979 2.4313 3.2985
O 4.7964 4.1537 2.0369
O -1.1708 3.7146 2.3821
O -3.4233 -2.4541 2.1760
O -0.1894 1.1072 -6.3757
C 1.9031 -6.1195 -2.0965
C 0.0686 -1.4672 5.0691
C -1.1778 -2.2841 -5.9951
C -0.5512 -0.3058 -0.1536
C -1.1626 2.1915 -6.0427
C 3.3478 2.6893 4.6492
C 1.4684 0.7607 -3.2165
C 4.8571 -2.6014 -3.0048
C -3.5077 1.3251 2.4899
C -3.0052 2.6309 -2.4286
C 4.0831 3.9421 0.7879
C -4.8138 -1.1040 -1.0340
C -2.6370 -3.3597 1.4588
C -0.9044 2.8816 5.5531
C 2.2882 -1.4374 1.8181
C -0.2947 2.8068 1.8126
H -3.8739 -0.4858 2.2937
H -2.6391 1.8429 -3.0868
H -2.1579 1.7569 -5.9498
H 1.6014 -1.0785 6.1533
H 1.2420 -1.7418 1.7883
H -0.6701 2.1726 4.7591
H -1.0196 2.8212 -5.1645
H -1.7850 -2.8116 1.0565
H 3.6788 4.9164 0.5137
H -0.7743 4.5680 2.5719
H -5.3672 -0.3112 -1.5373
H -0.2375 -2.8249 -6.1021
H -1.9873 -2.9782 -6.2211
H 3.0650 1.4969 3.1229
H -2.4322 1.2956 2.6642
H -5.4624 -2.5197 0.1891
H -1.8309 3.7558 4.2191
H 4.5193 -1.9371 -3.8001
H 0.3760 2.1933 2.4141
H 1.2227 -1.1882 -3.6205
H -2.3308 -4.2126 2.0645
H -0.9262 -0.5861 -6.8972
H 6.6946 -1.6722 -3.1098
H -3.7216 1.2850 1.4219
H -1.1343 -0.5354 0.7382
H -3.8093 -0.7181 -0.8605
H 4.7783 3.6704 -0.0065
H 0.0148 3.3347 5.9245
H -2.1702 3.1996 -2.0195
H 2.2036 0.7532 -2.4118
H 0.4551 3.3213 1.2115
H 3.2820 3.2141 0.9158
H 1.1752 -5.3083 -2.1090
H -1.1910 2.3096 6.4356
H 4.1583 -2.4455 -2.1829
H -3.4978 1.4213 -0.8875
H 2.4012 2.4290 5.1227
H -3.8883 2.2869 2.8338
H -1.1692 -1.6941 -5.0786
H -0.8302 2.2286 1.0595
H -4.6177 -1.9243 -1.7244
H 2.5681 -0.9696 0.8742
H 2.7437 -2.4176 1.9593
H 2.1000 -0.9813 3.7002
H -3.1929 -3.7566 0.6094
H 1.9692 0.9895 -4.1572
H -0.0666 -0.4149 4.8188
H -0.1290 -1.2578 -0.4752
H -1.0667 2.9323 -6.8365
H 2.0039 -8.1211 -2.0944
H -3.5358 3.3911 -3.0019
H 2.4458 -5.8688 -3.0080
H -0.3241 -2.0142 4.2121
H 4.1825 2.2291 5.1779
H 4.8256 -3.6450 -3.3178
H 3.4877 3.7689 4.7036
H 0.8276 1.6243 -3.0384
H -0.5317 -1.6378 5.9627
H -0.7245 0.0048 -2.0838
H 4.4296 3.5121 2.6496
H -4.3085 -2.8234 2.1362
H 0.6276 1.5665 -6.5836
H 2.5921 -5.9703 -1.2652
H 0.3059 0.2414 0.2389
*
```

# 3
2 unconnected molecules or ions with the total composition FHNOS at a distorted geometry, computed with ωB97M-V/def2-TZVPD.

Computed properties:
E_tot (Ha): -628.5493
Energy relative to the best compared isomer or geometry (same formula, charge and spin) (kcal per mole): 59.39
Kohn-Sham gap (spin up / spin down) (eV): 7.705 / 7.705

```
! RIJCOSX wB97M-V def2-TZVPD def2/J DEFGRID3
* xyz -1 1
S 0.9397 -0.8127 -0.4427
F -1.4113 0.5470 -0.5139
O 0.1117 0.0736 1.8617
N 0.1609 0.4559 0.5320
H 0.1990 -0.2638 -1.4371
*
```

# 4
A molecular structure, C16H48CdN2O9 at a distorted geometry, computed with ωB97M-V/def2-TZVPD.

Computed properties:
E_tot (Ha): -1592.2526
Expectation value of S²: 0.753
Kohn-Sham gap (spin up / spin down) (eV): 5.644 / 6.538

```
! RIJCOSX wB97M-V def2-TZVPD def2/J DEFGRID3
* xyz 1 2
Cd 3.7622 2.7220 -3.8145
O 0.7127 1.0516 -2.3518
O 3.5491 -1.6007 -4.6590
O -0.8266 -1.1771 -1.2975
O 7.6427 0.9167 -3.0842
O -3.6237 3.8925 -0.2724
O 2.1381 3.1953 -2.3508
O -2.2326 -5.7801 4.2541
O 0.3903 -0.6903 2.6163
O 4.1164 0.6679 -3.1203
N -1.9130 1.7346 -1.4054
N -0.7511 -3.3316 2.8258
C -0.2037 -2.0964 -0.3426
C -2.1382 -3.8495 2.7751
C -5.0267 4.1771 -0.5859
C 3.4957 0.2870 -0.8029
C -2.6893 4.1355 -1.3445
C 4.5717 0.2252 -1.8584
C 1.6148 4.3077 -1.7198
C 0.5394 -1.5394 3.7164
C 1.5535 4.3549 -0.1184
C -2.1226 -0.7154 -0.8321
C -2.6072 0.4259 -1.7264
C 1.5737 0.0988 2.4773
C -0.6485 -2.3462 3.8847
C -3.1216 -6.8106 4.7602
C -2.7690 -4.5227 4.0403
C -2.6594 2.8285 -2.2184
H -3.9838 -6.5585 5.3775
H -2.8172 -1.5491 -0.9341
H 0.6419 4.8226 0.2537
H 0.6024 4.4200 -2.1076
H 6.8306 1.2974 -2.7498
H 3.9162 -0.9854 -4.0201
H -3.6904 0.5219 -1.6527
H -5.4281 3.6700 -1.4633
H 4.1544 -1.7203 -5.3945
H 2.7069 -1.2771 -4.9869
H -2.8778 5.0857 -1.8441
H 1.4086 1.7098 -2.4173
H 2.5510 -0.2000 -1.0444
H 0.4960 -2.7796 -0.8240
H 1.3136 0.9551 1.8550
H -3.8573 -4.4796 4.0822
H -3.6063 -7.2697 3.8986
H -5.1369 5.2506 -0.7397
H 0.3415 -1.4308 0.3265
H 7.5975 -0.0053 -2.8310
H 5.4473 0.7646 -1.4973
H -0.7191 -2.8677 4.8392
H 4.7721 -0.8443 -1.9221
H 2.4188 4.8061 0.3672
H -0.0473 1.3496 -1.8466
H -2.4682 0.1455 -2.7705
H -2.7819 -2.9759 2.6723
H -5.5870 3.7481 0.2449
H -2.1298 -0.2509 0.1539
H -1.7011 4.3279 -0.9267
H 3.2488 1.2759 -0.4167
H 2.1340 5.2028 -2.0623
H -1.5237 -1.6980 3.9274
H -2.3889 -3.9543 4.8892
H 2.3166 -0.5357 1.9940
H 3.9790 -0.1382 0.0768
H -2.2700 -4.4757 1.8927
H 1.5377 3.3834 0.3755
H -0.7069 -2.7949 1.9713
H 0.7351 -0.9282 4.5974
H -1.0183 -2.5958 0.1819
H 1.3725 -2.2367 3.6273
H 0.4671 0.9185 -3.2702
H 2.0879 0.4909 3.3548
H -2.0857 1.9814 -0.4413
H -2.7509 -7.6866 5.2923
H -2.1302 3.0106 -3.1537
H -3.6978 2.5389 -2.3797
*
```

Q: E_tot of number 2 (C16H64O16)?
A: -1851.4524 Ha